Formula: BCsF4
Source: OMol25
Level of theory: ωB97M-V with the def2-TZVPD basis set

## Properties
- energy above the lowest of the compared OMol25 structures with the same formula, charge and spin (eV) = 0.000
- E_LUMO (eV) = -0.94
- DFT total energy (Eh) = -444.7200
- HOMO-LUMO gap (eV) = 10.43
- charge = 0

Geometry as XYZ:
```
6
Properties=species:S:1:pos:R:3:forces:R:3
Cs 2.15987 -1.90845 -0.59852 -0.48 0.43 0.15
B -0.46491 0.39368 0.13567 -0.15 0.78 -0.24
F -0.29685 -0.86224 0.77083 0.42 -0.46 -0.04
F -1.58356 0.36445 -0.68062 0.06 -0.10 0.04
F -0.51971 1.40529 1.08084 0.06 -0.20 -0.09
F 0.70516 0.60727 -0.70820 0.09 -0.44 0.17
```
Positions in Å, forces in eV/Å.